w | This record from OMol25 describes a molecular structure, C12H11N2O. The level of theory is ωB97M-V/def2-TZVPD.

HOMO level, eV: -12.55
Charge: +1
Orbital gap, eV: 8.37
LUMO level, eV: -4.180

Atoms and positions in Å:
C 1.204 -0.074 0.860
C -0.920 0.831 1.291
C -1.482 -0.899 -0.322
C 0.353 0.960 1.459
C -0.296 -0.750 -1.132
C -1.785 -0.212 0.795
C 0.831 -0.412 -0.548
C 2.745 0.611 -0.064
C 3.936 1.206 -0.530
C 2.791 0.362 -2.280
C -3.242 -0.199 1.353
C -4.109 -1.364 0.954
N 2.084 0.072 -1.125
N 3.916 1.040 -1.851
O -3.587 0.647 2.166
H -1.579 1.705 1.640
H -2.223 -1.606 -0.781
H 0.923 1.854 1.913
H -0.336 -0.915 -2.154
H 1.608 -0.965 1.282
H 4.810 1.719 -0.126
H 2.461 0.326 -3.229
H -4.237 -1.959 1.869
H -3.522 -2.059 0.242
H -5.109 -1.021 0.779
H 4.765 1.103 -2.462



x | This record from OMol25 describes a gas-phase ion, C12H11N2O (charge +1). The level of theory is ωB97M-V/def2-TZVPD.

HOMO level, eV: -11.70
Charge: +1
Orbital gap, eV: 7.25
LUMO level, eV: -4.455

Atoms and positions in Å:
C -3.153 0.810 -0.658
C -2.492 0.008 -1.481
C -2.459 1.773 0.253
C -1.075 0.172 -1.721
C -1.096 1.741 0.305
C 2.070 -0.240 1.167
C 1.283 -1.170 1.795
C -0.314 0.874 -0.550
C 1.025 0.894 -0.479
C 2.195 0.366 -0.121
C -0.046 -2.150 -0.011
C -0.024 -1.923 -1.301
N 0.222 -2.014 1.218
N 3.383 0.633 -0.719
O -0.457 -1.079 -2.179
H -4.183 0.977 -0.854
H -3.060 -0.759 -1.964
H -2.995 2.249 0.967
H -0.849 0.934 -2.433
H -0.536 2.304 1.029
H 2.613 0.207 1.996
H 1.360 -1.232 2.852
H 0.574 -2.808 -1.782
H -0.300 -2.542 1.855
H 4.130 0.805 0.047
H 3.269 1.381 -1.394



Stability, highest: w